No. 1
C5H7ClS | ωB97M-V with the def2-TZVPD basis set

Results
Relative energy (zero: lowest compared OMol25 entry of this formula, charge and spin), kJ/mol: 149.2
HOMO energy, eV: -7.716
Largest force on an atom, eV Å⁻¹: 5.06
SMILES string: CS/C=C/C=C/Cl
Kohn-Sham gap, eV: 8.0995
LUMO, Ha: 0.0141

The geometry in XYZ format:
```
14
Properties=species:S:1:pos:R:3:mulliken_charge:R:1
C -0.663 1.064 0.159 -0.318
C -2.136 0.907 -0.046 -0.248
C 0.304 0.127 -0.041 -0.066
C -2.737 -0.325 0.079 -0.216
C 3.031 -0.725 -0.004 -0.871
S 1.937 0.704 0.004 -0.052
Cl -4.464 -0.401 -0.012 -0.191
H -0.427 2.145 0.157 0.211
H -2.535 1.881 -0.114 0.314
H 0.175 -0.912 -0.087 0.286
H -2.265 -1.359 0.290 0.250
H 2.581 -1.524 -0.685 0.274
H 3.248 -1.087 0.918 0.312
H 3.951 -0.496 -0.618 0.316
```



No. 2
C4H14NO | ωB97M-V with the def2-TZVPD basis set

Results
Relative energy (zero: lowest compared OMol25 entry of this formula, charge and spin), kJ/mol: 41.3
Net charge: +1
HOMO energy, eV: -15.420
Largest force on an atom, eV Å⁻¹: 1.23
Kohn-Sham gap, eV: 12.1805
LUMO, Ha: -0.1191

The geometry in XYZ format:
```
20
Properties=species:S:1:pos:R:3:mulliken_charge:R:1
C 1.176 0.166 0.546 -0.661
C 0.162 1.248 0.221 -0.532
C -1.201 1.041 0.870 -0.239
C -2.245 1.861 0.112 -1.344
N 0.643 -1.206 0.132 -0.239
H 1.329 0.091 1.607 0.361
H 2.130 0.219 0.041 0.356
H 0.013 1.277 -0.862 0.348
H 0.618 2.175 0.555 0.358
H -1.144 1.297 1.929 0.321
H -1.548 0.007 0.776 0.229
H -2.536 1.290 -0.784 0.336
H -3.185 2.000 0.652 0.372
H -1.865 2.838 -0.141 0.349
H 1.014 -1.427 -0.803 0.390
H 1.054 -1.983 0.665 0.362
H -0.367 -1.292 0.175 0.256
H 1.758 -3.937 -1.708 0.319
H 2.280 -2.681 -2.412 0.324
O 1.915 -2.984 -1.572 -0.668
```



No. 3
C5H8N4OS | ωB97M-V with the def2-TZVPD basis set

Results
Relative energy (zero: lowest compared OMol25 entry of this formula, charge and spin), kJ/mol: 324.4
HOMO energy, eV: -9.571
Largest force on an atom, eV Å⁻¹: 2.97
SMILES string: Cc1csnn1.C=NNC=O
Kohn-Sham gap, eV: 10.0260
LUMO, Ha: 0.0167

The geometry in XYZ format:
```
19
Properties=species:S:1:pos:R:3:mulliken_charge:R:1
C -1.445 -0.202 -0.712 0.428
C -1.992 0.231 0.464 -0.125
C 2.251 -0.336 -1.754 -0.334
C -1.601 0.557 -2.020 -0.755
C 1.828 -0.338 1.733 0.003
N -0.906 -1.392 -0.586 -0.226
N -0.925 -1.935 0.551 -0.371
N 1.817 -0.024 -0.612 -0.409
N 2.102 -0.759 0.483 0.105
O 2.094 -0.918 2.738 -0.545
S -1.709 -0.948 1.688 0.081
H 1.942 0.284 -2.560 0.269
H 2.746 -1.245 -2.069 0.266
H -2.168 1.434 -1.658 0.286
H -0.537 0.591 -2.400 0.080
H -2.180 0.066 -2.821 0.267
H 1.538 0.709 1.676 0.419
H 2.603 -1.623 0.502 0.210
H -2.605 1.082 0.765 0.349
```



No. 4
C3H7O2 | ωB97M-V with the def2-TZVPD basis set

Results
Relative energy (zero: lowest compared OMol25 entry of this formula, charge and spin), kJ/mol: 417.5
Net charge: -1
HOMO energy, eV: -2.700
Largest force on an atom, eV Å⁻¹: 4.37
Kohn-Sham gap, eV: 6.8947
LUMO, Ha: 0.1541

The geometry in XYZ format:
```
12
Properties=species:S:1:pos:R:3:mulliken_charge:R:1
C -0.777 -1.115 -1.455 0.040
O -0.456 -1.564 -2.568 -0.523
H 0.143 -0.785 -0.865 0.144
H -1.853 -0.776 -1.163 0.247
H 4.591 0.267 -1.687 0.005
C -1.548 0.894 2.112 -0.898
C -0.589 0.600 1.023 0.026
O -0.293 1.245 -0.119 -0.727
H -1.924 0.144 2.871 0.226
H -1.985 1.846 2.007 0.250
H 0.158 -0.358 1.193 0.215
H 4.534 -0.399 -1.349 -0.004
```



No. 5
C8H16O3Si2 | ωB97M-V with the def2-TZVPD basis set

Results
Relative energy (zero: lowest compared OMol25 entry of this formula, charge and spin), kJ/mol: 0.0
HOMO energy, eV: -8.514
Largest force on an atom, eV Å⁻¹: 2.86
SMILES string: C[Si](C)(C)C1([Si](O)(O)O)C=CC=C1
Kohn-Sham gap, eV: 9.0353
LUMO, Ha: 0.0192

The geometry in XYZ format:
```
29
Properties=species:S:1:pos:R:3:mulliken_charge:R:1
C -0.177 -2.732 -0.772 -0.636
C -0.290 -2.774 0.655 -0.622
C -0.157 -1.440 -1.169 -1.290
C -0.332 -1.508 1.127 -1.330
C -0.265 -0.560 0.007 2.083
C 2.785 -0.130 0.096 -1.173
C 0.916 1.772 1.724 -1.092
C 0.976 1.919 -1.405 -1.104
O -3.240 -0.889 -0.288 -0.594
O -2.351 1.367 -1.338 -0.530
O -2.349 1.157 1.256 -0.511
Si 1.102 0.772 0.116 0.407
Si -2.167 0.324 -0.112 0.564
H -0.112 -3.602 -1.402 0.493
H -0.332 -3.683 1.232 0.456
H -0.070 -1.079 -2.178 0.392
H -0.412 -1.198 2.152 0.467
H 3.604 0.557 -0.094 0.370
H 2.975 -0.614 1.050 0.317
H 2.809 -0.898 -0.669 0.351
H 1.553 2.651 1.720 0.384
H -0.110 2.100 1.851 0.296
H 1.182 1.177 2.592 0.307
H 1.737 2.692 -1.376 0.387
H 1.106 1.370 -2.332 0.325
H 0.009 2.410 -1.440 0.338
H -2.936 -1.789 -0.210 0.318
H -2.254 1.074 -2.241 0.323
H -3.199 1.552 1.444 0.302
```



No. 6
C3H3BrOS | ωB97M-V with the def2-TZVPD basis set

Results
Relative energy (zero: lowest compared OMol25 entry of this formula, charge and spin), kJ/mol: 54.6
HOMO energy, eV: -9.352
Largest force on an atom, eV Å⁻¹: 6.65
SMILES string: O=C(Br)CC=S
Kohn-Sham gap, eV: 8.4463
LUMO, Ha: -0.0333

The geometry in XYZ format:
```
9
Properties=species:S:1:pos:R:3:mulliken_charge:R:1
C -0.385 -1.503 -0.021 -0.354
C -0.142 1.340 -0.465 0.473
C 0.163 -0.048 0.215 -0.578
O -1.141 1.687 -0.984 -0.410
S -0.762 -2.393 1.286 -0.168
Br 1.358 2.604 -0.381 -0.179
H -0.539 -1.799 -0.952 0.406
H 0.158 0.364 1.153 0.434
H 1.290 -0.253 0.148 0.375
```